57
Properties=species:S:1:pos:R:3:mulliken_charge:R:1 method="wB97M-V/def2-TZVPD" e_tot_ev=-120406.899 largest_force_ev_per_a=6.84 charge=-1 e_homo_ev=-3.928 homo_lumo_gap_ev=6.16
C -5.4308 -3.3027 3.8709 -0.83
O -4.8157 -1.9969 3.9771 -0.44
C -3.4708 -1.9001 3.8054 0.81
C -2.9289 -0.5978 3.6633 -0.79
C -1.6247 -0.4370 3.2475 -0.21
C -0.7748 -1.5562 3.0293 0.22
C 0.5924 -1.4211 2.5475 0.23
C 1.0024 -0.3424 1.6890 -0.74
N 1.4460 -2.3943 3.0017 -0.20
C 2.7230 -2.6940 2.5187 0.69
C 3.3027 -3.9336 3.1456 -1.14
O 3.2995 -2.0370 1.6677 -0.61
C -1.3009 -2.8427 3.2903 -0.83
C -2.6200 -3.0265 3.6825 -0.49
H -6.4990 -3.0910 3.9282 0.24
H -5.1880 -3.7887 2.9136 0.36
H -5.1227 -3.9485 4.7059 0.31
H -3.5769 0.2587 3.8427 0.40
H -1.2273 0.5687 3.1152 0.35
H 2.0729 -0.1347 1.7412 0.54
H 0.3925 0.5544 1.8629 0.18
H 1.1269 -3.0151 3.7417 0.31
H 2.7945 -4.2396 4.0664 0.28
H 3.2495 -4.7567 2.4229 0.25
H 4.3569 -3.7517 3.3653 0.35
H -0.6805 -3.7305 3.1523 0.34
H -3.0007 -4.0358 3.8509 0.33
O 3.3712 2.1388 -5.2446 -0.41
C 2.9893 2.4181 -4.1889 0.09
Co 2.4261 2.9035 -2.5957 0.01
C 4.0748 3.1520 -2.0516 0.40
O 5.1674 3.3621 -1.7457 -0.42
C 1.9411 4.5177 -3.0861 0.09
O 1.7766 5.5959 -3.4726 -0.41
C 0.7906 1.6713 -2.4001 1.58
C 0.0946 1.4439 -3.6689 0.41
C -0.4678 2.5285 -4.3744 -0.05
C -1.0746 2.3364 -5.6156 -0.77
C -1.1528 1.0523 -6.1636 -0.42
C -0.6169 -0.0376 -5.4648 -0.54
C -0.0212 0.1471 -4.2162 -0.40
C 0.8207 0.8986 -1.2110 -0.26
C 1.0377 -0.3054 -0.6974 -0.88
Co 0.5357 2.6343 -0.9143 0.14
C -0.1747 4.2044 -1.3544 0.34
O -0.7048 5.2140 -1.5448 -0.43
C 2.1076 3.1943 -0.1680 -0.14
O 2.8360 3.5345 0.6746 -0.40
C -0.7201 2.4305 0.2809 -0.14
O -1.5844 2.3330 1.0505 -0.46
H -0.4164 3.5288 -3.9325 0.25
H -1.4839 3.2007 -6.1444 0.36
H -1.6335 0.9058 -7.1328 0.34
H -0.6655 -1.0406 -5.8919 0.36
H 0.3868 -0.6969 -3.6565 0.29
H 0.7199 -0.6023 0.3865 0.26
H 1.5429 -1.0708 -1.3013 0.29